C20H28ClGaN3O5 | ωB97M-V/def2-TZVPD

Positions of all 58 atoms, in Å:
Ga1 -0.17829 -0.07510 0.59178
Cl1 1.59776 -0.20001 -0.75711
N1 0.06693 2.10385 0.62584
N2 -0.10799 -2.22525 0.76093
C1 -0.88389 2.86416 0.14190
C2 -0.85927 -2.97259 -0.00795
C3 1.21448 3.00413 0.96605
C4 0.53128 4.36518 1.01577
C5 2.24087 2.98311 -0.14738
C6 1.86687 2.64252 2.28454
H1 1.78269 3.29308 -1.09616
H2 2.64991 1.97597 -0.26286
H3 3.04262 3.68809 0.10505
H4 1.15359 2.75781 3.10616
H5 2.69385 3.34752 2.45117
H6 2.26893 1.62485 2.27396
C7 0.89090 -3.11164 1.43487
C8 0.65846 -4.45023 0.74425
C9 0.57941 -3.18833 2.91921
C10 2.30902 -2.62509 1.23843
H7 2.51775 -2.48758 0.17500
H8 2.98692 -3.38753 1.64352
H9 2.47588 -1.68492 1.77114
H10 -0.44394 -3.55486 3.06167
H11 0.68873 -2.19758 3.36994
H12 1.27979 -3.88900 3.38994
O1 -0.50907 -4.24623 -0.12022
H13 0.41054 -5.27040 1.42874
H14 1.48526 -4.75322 0.09021
O2 -0.72181 4.17462 0.27094
H15 1.07534 5.18026 0.52376
H16 0.26478 4.66300 2.03865
C11 -2.09683 2.37097 -0.57655
C12 -2.04694 -2.50425 -0.77610
C13 -1.63782 -1.25670 -1.46919
H17 -2.83984 -2.29672 -0.03968
H18 -2.37115 -3.29536 -1.45502
C14 -1.56135 -0.06184 -0.70016
C15 -1.67835 1.18311 -1.37652
H19 -1.69188 -0.11637 0.65409
C16 -1.26224 1.24178 -2.70198
C17 -0.97792 0.04512 -3.37758
C18 -1.04158 2.56682 -3.36897
C19 -1.20221 -1.20613 -2.78918
H20 -0.60591 0.09016 -4.39629
C20 -0.91195 -2.47967 -3.52630
H21 -0.54473 -2.24893 -4.53102
H22 -1.80648 -3.11021 -3.62150
H23 -0.14000 -3.07397 -3.01106
H24 -1.94124 3.19604 -3.34249
H25 -0.76021 2.40708 -4.41492
H26 -0.22605 3.13273 -2.88867
H27 -2.50350 3.17889 -1.18947
H28 -2.82800 2.08977 0.19741
O3 -1.72868 0.52316 2.61709
N3 -0.63163 0.47351 3.21384
O4 -0.42196 0.81382 4.36163
O5 0.43011 -0.01140 2.47686

Values from the calculation:
Total energy, eV: -100797.091
Charge: -1
F_max, eV Å⁻¹: 6.319

From a Löwdin analysis of the wavefunction, the atomic charges in e read:
1 Ga 0.07
2 Cl 0.32
3 N 0.12
4 N 0.11
5 C -0.32
6 C -0.32
7 C -0.53
8 C -0.06
9 C -0.06
10 C -0.03
11 H 0.09
12 H 0.01
13 H 0.08
14 H 0.08
15 H 0.09
16 H 0.08
17 C -0.54
18 C -0.06
19 C -0.03
20 C -0.08
21 H 0.04
22 H 0.09
23 H 0.07
24 H 0.09
25 H 0.07
26 H 0.09
27 O 0.03
28 H 0.13
29 H 0.13
30 O 0.03
31 H 0.13
32 H 0.13
33 C -0.06
34 C -0.08
35 C -0.26
36 H 0.12
37 H 0.11
38 C -0.23
39 C -0.25
40 H 0.12
41 C -0.27
42 C -0.10
43 C -0.06
44 C -0.28
45 H 0.07
46 C -0.06
47 H 0.06
48 H 0.07
49 H 0.08
50 H 0.07
51 H 0.07
52 H 0.07
53 H 0.12
54 H 0.13
55 O -0.01
56 N -0.45
57 O 0.06
58 O -0.11